No. 1
C54H58BaCl3N5O6P2S as an isolated structure. Source: OMol25; level of theory: ωB97M-V with the def2-TZVPD basis set.

Results
HOMO energy: -2.0 eV
calculated total energy: -5305.0463 Eh
energy above the lowest of the compared OMol25 structures with the same formula, charge and spin: 3.9 kcal/mol
multiplicity: 1
net charge: -2

Cartesian coordinates (Å):
Ba 0.794 0.576 0.031
Cl 6.117 -0.246 -1.310
Cl 1.157 -2.460 -1.152
Cl 5.519 -5.583 -1.571
S 2.756 3.923 0.109
P -1.530 2.371 1.492
P 1.890 -0.256 3.201
O 2.954 3.278 1.391
O -1.431 -0.408 -0.896
O -1.944 -2.228 -2.095
O 2.080 5.204 0.110
O 3.136 -0.226 -1.040
O -3.699 0.707 -1.164
N 8.206 4.747 -2.141
N 2.426 3.797 -2.917
N 1.027 1.894 -2.560
N -0.793 -0.345 2.270
N 2.036 2.840 -0.786
C 4.177 -1.608 4.515
C 1.102 -1.773 2.566
C 3.710 -0.626 3.437
C 5.169 3.091 -0.832
C 1.710 -3.021 2.432
C 4.818 5.469 -0.848
C 1.357 -0.194 4.997
C 0.011 4.210 2.929
C 5.047 -1.623 -1.315
C 1.365 2.707 -4.761
C -5.895 -2.495 0.175
C -2.319 3.697 0.411
C -0.254 -1.606 2.177
C -3.100 -0.466 -5.771
C -4.061 1.339 2.385
C -0.295 -3.943 1.511
C -2.714 1.122 2.122
C 6.443 3.278 -1.336
C -3.104 -0.879 -4.446
C 5.622 -2.874 -1.426
C 6.095 5.658 -1.351
C -0.919 -2.717 1.618
C 0.796 1.818 -3.854
C -4.872 0.384 2.985
C -6.609 -3.242 -0.754
C -2.176 -1.113 -1.634
C -4.294 -0.821 3.369
C 4.382 -0.929 2.102
C -2.118 -0.141 2.474
C -2.409 4.071 3.628
C -4.009 1.651 -5.120
C -4.933 -1.593 -0.246
C -5.381 -2.173 -2.528
C -3.837 3.801 0.271
C -3.554 0.799 -6.116
C 6.922 4.563 -1.593
C -6.350 -3.075 -2.104
C -1.211 3.309 3.071
C 2.886 -2.590 -1.240
C -2.962 -1.078 3.125
C -4.664 -1.424 -1.605
C 3.647 -1.377 -1.189
C -3.563 -0.028 -3.442
C 2.177 3.685 -4.215
C 0.955 -1.549 5.569
C 1.848 2.881 -2.122
C -3.559 -0.440 -1.972
C -4.012 1.241 -3.794
C 4.807 -3.990 -1.434
C 0.246 0.829 5.220
C 1.024 -4.111 1.926
C -1.655 3.624 -0.968
C 4.365 4.192 -0.581
C 3.432 -3.852 -1.346
H -7.363 -3.949 -0.426
H 0.216 4.719 3.876
H -2.723 -1.853 -4.168
H -0.832 -4.768 1.059
H 0.557 1.827 4.904
H -1.901 2.696 -1.488
H 1.175 2.643 -5.822
H -4.354 2.647 -5.372
H -0.570 3.694 -0.882
H -4.894 -1.574 3.870
H -0.970 2.500 3.769
H 1.521 -5.068 1.820
H -4.076 4.576 -0.465
H 4.793 2.091 -0.648
H 6.697 -2.968 -1.502
H -4.272 2.866 -0.080
H 0.900 3.651 2.643
H -2.537 -2.020 3.444
H 7.077 2.422 -1.540
H -0.023 0.873 6.281
H -0.136 4.982 2.168
H -3.541 1.123 -7.150
H -6.081 -2.612 1.236
H 2.252 0.165 5.514
H 4.154 6.303 -0.664
H 0.034 -1.896 5.094
H 1.710 -2.319 5.404
H 5.469 -0.963 2.220
H 4.152 -0.176 1.347
H 8.825 3.970 -1.967
H -0.645 0.554 4.653
H -3.264 3.414 3.791
H 3.767 -1.384 5.502
H 2.783 -4.717 -1.357
H -2.855 0.717 -0.665
H 0.128 1.025 -4.177
H -5.187 -2.058 -3.585
H -4.319 4.082 1.208
H -5.923 0.582 3.157
H 3.919 -2.642 4.277
H 2.652 4.425 -4.853
H -1.995 4.454 -1.597
H -2.150 4.531 4.587
H 4.049 0.373 3.746
H 2.745 -3.147 2.722
H -1.922 -2.589 1.232
H -2.727 -1.136 -6.536
H 6.455 6.658 -1.570
H 4.068 -1.896 1.701
H 5.268 -1.561 4.594
H 0.771 -1.466 6.645
H -4.341 1.911 -3.012
H -4.505 2.284 2.113
H -2.715 4.878 2.957
H -6.900 -3.651 -2.839
H 8.638 5.616 -1.868
H -1.961 4.623 0.876
H -4.387 -1.007 0.483

=====

No. 2
C54H64AsEuN4O3S as an isolated structure in a non-equilibrium geometry. Source: OMol25; level of theory: ωB97M-V with the def2-TZVPD basis set.

Results
HOMO energy (spin up / spin down): -5.7 / -6.4 eV
<S²>: 12.117
calculated total energy: -5884.9179 Eh
multiplicity: 7

Cartesian coordinates (Å):
Eu 0.362 -1.013 1.281
As -2.621 0.543 -5.148
S -1.360 0.716 -2.754
O -1.781 -2.453 1.799
O 4.030 2.222 1.733
O -0.770 -1.798 -0.764
N 2.129 -0.444 -0.112
N 0.444 1.313 1.536
N 0.429 -0.726 3.696
N 2.089 -2.576 2.127
C 3.099 0.272 -2.124
C -2.710 0.178 5.677
C -0.461 1.562 3.837
C -6.321 0.237 -8.161
C -4.178 0.524 -6.459
C 1.573 1.817 -0.690
C 3.151 -1.326 -0.583
C 3.993 -6.051 0.249
C -2.577 3.373 -4.189
C -2.505 4.689 -4.325
C 3.291 -5.547 4.221
C -2.680 0.665 7.149
C 0.679 3.626 0.950
C -6.177 1.448 -7.478
C -4.938 0.544 -0.925
C 4.572 -5.325 1.465
C -2.247 5.208 -5.651
C -0.362 4.708 3.023
C 3.128 -3.057 1.337
C 1.026 -3.067 4.292
C 4.852 -1.570 -2.735
C -3.602 0.608 -1.144
C 3.553 -4.339 1.955
C -0.035 2.078 2.594
C 6.130 -1.925 -1.876
C -1.610 5.404 2.600
C 2.239 0.748 -4.376
C -5.056 1.574 -6.641
C 1.111 4.824 0.164
C 4.699 -5.279 4.777
C -1.569 -2.914 5.983
C -2.062 4.370 -6.707
C 3.695 -0.927 -1.854
C -4.504 -0.742 -6.980
C -2.531 2.496 -5.299
C 2.892 -4.499 3.155
C -2.307 2.991 -6.556
C 2.643 5.043 0.281
C 0.931 2.160 0.512
C -0.477 0.206 4.156
C 0.200 -1.943 4.433
C -0.919 -1.743 5.283
C -5.326 0.434 -3.342
C 1.966 -3.318 3.270
C -5.792 0.374 -1.961
C 2.188 0.605 -1.019
C 3.186 1.193 -3.298
C -1.244 -2.868 7.476
C -5.547 -0.869 -7.858
C 0.001 3.499 2.193
C 3.456 -2.577 0.105
C -3.093 0.625 -2.437
C -1.440 -0.446 5.092
C -3.930 0.568 -3.589
H 4.104 2.080 2.685
H -6.831 0.213 -1.810
H 4.275 1.299 -3.601
H 0.599 5.688 0.556
H -6.792 2.319 -7.637
H 5.109 -0.881 -3.600
H -2.939 0.772 -0.307
H -2.886 1.047 5.072
H -1.401 6.155 1.849
H -2.152 -3.122 8.079
H -0.424 -3.542 7.730
H 2.866 5.797 -0.497
H -0.803 2.300 4.608
H -0.643 -2.622 -1.268
H -2.253 -2.999 1.139
H 5.117 -4.407 4.288
H -1.855 4.781 -7.714
H -2.584 5.421 -3.537
H -3.598 -0.370 5.530
H -1.174 -3.799 5.515
H 1.229 1.263 -4.236
H 0.795 4.753 -0.869
H 4.689 -5.951 -0.593
H 4.660 -6.073 2.242
H 2.113 -0.347 -4.438
H -1.723 -2.983 2.621
H 6.864 -1.246 -2.104
H -4.949 2.530 -6.091
H 2.653 1.131 -5.358
H -5.719 -1.744 -8.398
H -3.103 -0.013 7.883
H 2.906 2.235 -2.937
H -2.027 5.992 3.428
H 2.957 5.358 1.328
H 3.053 -5.633 -0.069
H 5.298 -6.159 4.854
H -0.940 -1.099 -1.525
H -3.393 1.572 7.227
H -0.919 -1.822 7.676
H -2.668 2.832 -3.173
H 6.510 -2.853 -2.323
H -2.022 6.297 -5.755
H -2.258 2.249 -7.352
H -6.107 0.280 -4.150
H -3.790 -1.561 -6.798
H 1.062 -3.827 5.110
H -2.416 4.687 2.369
H -5.290 0.588 0.153
H 3.124 -6.530 3.781
H 0.494 5.419 2.829
H -0.497 4.235 3.995
H 6.052 -1.872 -0.814
H 5.573 -4.915 1.253
H -6.990 0.093 -9.005
H -2.649 -2.745 5.875
H 1.558 2.576 -1.477
H 4.511 -2.488 -3.131
H 4.489 -5.013 5.884
H 2.538 -5.509 5.027
H 3.910 -7.113 0.445
H 3.128 4.163 -0.086
H -1.681 0.899 7.548
H 4.146 1.376 1.234
H 4.091 -3.271 -0.523

=====

No. 3
A 7-piece molecular cluster, C54H65F6INO8P overall in a non-equilibrium geometry. Source: OMol25; level of theory: ωB97M-V with the def2-TZVPD basis set.

Results
HOMO energy: -9.2 eV
calculated total energy: -3991.6229 Eh
multiplicity: 1
structure (SMILES): CCOP(=O)(CCC[C@@]1(I)[C@H](CCCO)NC(=O)[C@@H]1COCOCCO)OCC.Fc1ccccc1.Fc1ccccc1.Fc1ccccc1.Fc1ccccc1.Fc1ccccc1.Fc1ccccc1

Cartesian coordinates (Å):
I 4.315 -1.403 -0.711
P 9.861 -2.580 -0.590
F -9.036 11.800 4.310
F -0.428 -5.946 -3.256
F -12.744 8.170 8.167
F -0.980 -11.197 1.881
F -5.456 5.539 -3.378
F -3.454 6.212 2.162
O 2.001 -2.929 1.256
O 10.420 -2.253 0.732
O 10.879 -3.282 -1.584
O 3.539 -5.896 2.179
O 0.737 -1.448 0.144
O 2.605 -3.095 -5.531
O 9.270 -1.273 -1.308
O -2.142 0.131 -1.287
N 3.018 -5.392 -0.038
C 8.463 -3.717 -0.470
C -11.078 9.525 7.212
C 2.360 -3.936 -1.853
C -11.557 8.798 8.283
C -0.809 -5.892 -5.577
C -3.726 7.549 -1.180
C -1.040 -6.578 -6.760
C -8.286 10.796 3.805
C -9.136 10.080 8.519
C -4.236 3.819 -2.337
C -0.469 -0.713 0.159
C -6.630 2.724 -1.447
C -1.570 -9.744 0.132
C -4.228 2.659 -1.574
C -5.424 2.112 -1.130
C -3.698 6.634 -0.138
C -10.859 8.693 9.469
C -6.761 8.751 2.779
C 5.971 -4.015 -0.558
C 3.567 -4.474 -1.082
C -1.123 -7.964 -6.760
C 12.307 -3.075 -1.313
C -3.526 8.901 -0.931
C 1.885 -3.449 -4.345
C 2.691 -3.092 -3.097
C 4.235 -3.777 1.203
C -9.857 10.173 7.337
C 7.107 -2.991 -0.509
C -1.003 -0.714 -1.249
C -3.279 8.433 1.416
C -7.042 11.088 3.285
C -6.647 3.885 -2.206
C -0.659 -6.612 -4.412
C 4.507 -3.511 -0.301
C 1.165 -1.835 1.423
C -0.709 -10.096 1.152
C 3.244 -2.892 1.939
C -3.302 9.340 0.366
C 3.598 -5.162 1.207
C 10.976 0.349 -2.001
C 0.420 -9.358 1.450
C -1.287 -8.607 -0.611
C -8.017 8.484 3.305
C -6.275 10.052 2.772
C 9.947 -0.696 -2.437
C -3.476 7.095 1.144
C -0.968 -8.667 -5.573
C -8.789 9.512 3.827
C 12.838 -4.129 -0.347
C -5.446 4.410 -2.638
C -0.731 -7.990 -4.386
C -0.157 -7.852 -0.335
C -9.637 9.340 9.581
C 0.696 -8.229 0.693
H 1.836 -4.826 -2.212
H -3.909 7.205 -2.189
H -3.316 4.261 -2.698
H -3.112 8.755 2.436
H 13.458 -4.855 -0.860
H 1.067 -9.666 2.260
H -8.184 10.584 8.613
H 0.302 -2.116 2.035
H -11.656 9.581 6.299
H -3.848 5.577 -0.311
H 10.719 0.663 -0.993
H 7.050 -2.361 0.376
H -7.562 2.297 -1.103
H -2.441 -10.352 -0.072
H 9.176 -0.193 -3.015
H -3.144 10.392 0.563
H -1.199 -1.124 0.857
H 8.515 -4.493 -1.233
H -1.952 -8.306 -1.411
H -1.305 -8.495 -7.684
H 2.479 -2.055 -2.851
H -9.472 10.753 6.511
H -0.743 -4.812 -5.560
H 12.433 -2.071 -0.925
H -1.032 -9.746 -5.569
H 2.014 -5.303 0.079
H 5.169 -3.686 1.751
H 0.970 -2.853 -4.342
H 1.685 -0.996 1.899
H 11.997 -0.012 -2.051
H 1.644 -4.504 -4.404
H -11.271 8.115 10.285
H -8.399 7.473 3.310
H -0.598 -8.518 -3.451
H 3.752 -3.147 -3.340
H -6.160 7.947 2.375
H 11.994 -4.629 0.115
H 1.665 -3.423 -1.193
H -3.548 9.611 -1.747
H 0.059 -6.970 -0.923
H -7.573 4.381 -2.460
H 2.964 -2.221 -5.383
H 10.376 -1.454 -3.085
H -0.264 0.320 0.461
H -1.153 -6.029 -7.684
H 3.111 -3.330 2.932
H -6.686 12.110 3.284
H -3.289 2.187 -1.321
H -5.296 10.260 2.365
H -9.075 9.264 10.502
H -9.768 9.323 4.246
H 1.578 -7.638 0.907
H -2.669 -0.109 -2.047
H -0.228 -0.385 -1.942
H 6.029 -4.485 -1.538
H 6.196 -4.795 0.170
H 12.778 -3.154 -2.286
H 13.383 -3.641 0.455
H -1.274 -1.738 -1.516
H 8.562 -4.190 0.504
H 3.632 -1.885 2.081
H 4.086 -5.147 -1.756
H 10.877 1.230 -2.630
H 7.044 -2.382 -1.403
H -5.416 1.209 -0.534

=====

Q: What is the multiplicity in the first record?
A: 1